{"formula": "C25H23F4N3PdS", "method": "ωB97M-V with the def2-TZVPD basis set", "e_homo_ev": -7.191, "energy_ha": -2056.2173, "multiplicity": 1, "de_lowest_kj_mol": 59.5, "orbital_gap_ev": 6.888, "species": ["Pd", "C", "C", "N", "C", "C", "C", "C", "N", "C", "C", "F", "C", "F", "C", "C", "F", "C", "F", "H", "H", "H", "H", "H", "H", "H", "H", "H", "H", "H", "H", "H", "H", "H", "S", "C", "C", "C", "C", "C", "C", "N", "C", "C", "C", "C", "C", "C", "C", "H", "H", "H", "H", "H", "H", "H", "H"], "coordinates": [[-0.237, 0.245, 0.044], [3.390, -2.724, 0.876], [2.429, -1.610, 0.467], [1.018, -1.787, 0.853], [0.456, -3.064, 0.407], [0.358, -3.179, -1.104], [0.781, -1.577, 2.277], [0.975, -0.156, 2.775], [0.444, 0.865, 1.871], [0.155, 2.103, 2.438], [-0.312, 3.168, 1.625], [-0.419, 3.024, 0.295], [-0.666, 4.401, 2.122], [-1.127, 5.316, 1.251], [-0.545, 4.729, 3.455], [-0.027, 3.743, 4.259], [0.162, 3.982, 5.569], [0.322, 2.491, 3.784], [0.869, 1.670, 4.710], [4.414, -2.424, 0.644], [3.195, -3.657, 0.346], [3.347, -2.928, 1.949], [2.472, -1.475, -0.613], [2.757, -0.669, 0.910], [-0.538, -3.144, 0.849], [1.038, -3.909, 0.799], [-0.200, -2.342, -1.524], [-0.160, -4.102, -1.373], [1.340, -3.205, -1.583], [1.401, -2.244, 2.894], [-0.259, -1.859, 2.455], [2.039, 0.029, 2.968], [0.492, -0.145, 3.748], [-0.819, 5.700, 3.839], [-2.009, -0.086, -4.029], [-0.310, -0.325, -4.290], [0.356, -0.664, -5.466], [1.732, -0.773, -5.424], [2.437, -0.529, -4.238], [1.777, -0.188, -3.075], [0.386, -0.108, -3.102], [-0.431, 0.233, -2.025], [-1.689, 0.292, -2.382], [-2.674, 0.575, -1.345], [-4.013, 0.880, -1.567], [-4.831, 1.136, -0.482], [-4.305, 1.071, 0.806], [-2.965, 0.772, 1.026], [-2.122, 0.531, -0.055], [-0.185, -0.832, -6.388], [2.273, -1.038, -6.323], [3.518, -0.595, -4.240], [2.312, 0.040, -2.162], [-4.409, 0.925, -2.576], [-5.872, 1.389, -0.635], [-4.948, 1.280, 1.654], [-2.576, 0.746, 2.036]], "lowdin_charge": [0.97, -0.08, -0.25, -0.24, -0.26, -0.07, -0.21, -0.24, -0.10, -0.17, -0.18, 0.05, -0.23, 0.09, 0.05, -0.23, 0.08, -0.14, 0.06, 0.08, 0.07, 0.07, 0.08, 0.11, 0.11, 0.11, 0.05, 0.08, 0.07, 0.12, 0.12, 0.12, 0.11, 0.13, 1.14, -0.46, -0.08, -0.08, -0.07, -0.02, -0.30, -0.03, -0.53, -0.25, -0.05, -0.09, -0.08, -0.09, -0.21, 0.11, 0.11, 0.11, 0.10, 0.10, 0.10, 0.10, 0.10]}

---

{"formula": "C25H23FN2O5", "method": "ωB97M-V with the def2-TZVPD basis set", "e_homo_ev": -8.698, "energy_ha": -1552.0378, "smiles": "O=C(C1=C(O)C(=O)N(CCN2CCOCC2)[C@@H]1c1ccc(F)cc1)c1cc2ccccc2o1", "multiplicity": 1, "orbital_gap_ev": 8.133, "species": ["O", "C", "C", "C", "O", "C", "O", "N", "C", "C", "N", "C", "C", "O", "C", "C", "C", "C", "C", "C", "C", "F", "C", "C", "C", "C", "C", "C", "C", "C", "C", "C", "O", "H", "H", "H", "H", "H", "H", "H", "H", "H", "H", "H", "H", "H", "H", "H", "H", "H", "H", "H", "H", "H", "H", "H"], "coordinates": [[1.865, 2.372, 0.765], [2.229, 1.234, 0.514], [1.303, 0.101, 0.549], [1.325, -1.098, -0.071], [2.180, -1.668, -0.910], [0.101, -1.868, 0.300], [-0.103, -3.009, -0.079], [-0.642, -1.068, 1.084], [-1.815, -1.452, 1.839], [-2.867, -2.233, 1.041], [-3.703, -1.347, 0.249], [-3.141, -1.066, -1.062], [-4.018, -0.039, -1.776], [-5.342, -0.496, -1.912], [-5.888, -0.790, -0.649], [-5.060, -1.844, 0.085], [-0.004, 0.222, 1.299], [-0.867, 1.356, 0.790], [-0.947, 1.623, -0.571], [-1.761, 2.634, -1.043], [-2.499, 3.373, -0.136], [-3.302, 4.356, -0.590], [-2.438, 3.130, 1.223], [-1.614, 2.116, 1.679], [3.625, 0.938, 0.183], [4.601, 1.814, -0.213], [5.778, 1.041, -0.392], [7.091, 1.312, -0.783], [7.982, 0.265, -0.831], [7.596, -1.038, -0.501], [6.307, -1.335, -0.111], [5.404, -0.282, -0.064], [4.105, -0.331, 0.285], [1.819, -2.553, -1.117], [-2.278, -0.536, 2.212], [-1.497, -2.068, 2.690], [-3.505, -2.738, 1.769], [-2.372, -3.000, 0.431], [-2.139, -0.657, -0.940], [-3.080, -1.983, -1.674], [-3.652, 0.146, -2.787], [-4.004, 0.900, -1.202], [-6.902, -1.151, -0.828], [-5.925, 0.125, -0.037], [-5.495, -2.023, 1.071], [-5.082, -2.785, -0.492], [0.179, 0.370, 2.371], [-0.355, 1.049, -1.268], [-1.826, 2.858, -2.096], [-3.020, 3.730, 1.904], [-1.545, 1.929, 2.741], [4.474, 2.867, -0.360], [7.389, 2.317, -1.037], [9.004, 0.446, -1.131], [8.328, -1.830, -0.554], [6.002, -2.337, 0.143]], "lowdin_charge": [0.12, -0.28, -0.02, -0.16, 0.13, -0.38, 0.08, 0.01, -0.09, -0.16, -0.16, -0.15, -0.19, -0.13, -0.20, -0.17, -0.16, -0.18, -0.03, 0.00, -0.28, 0.06, 0.01, -0.02, -0.16, 0.09, -0.15, -0.02, -0.09, -0.08, 0.01, -0.20, 0.10, 0.13, 0.12, 0.13, 0.12, 0.12, 0.10, 0.14, 0.13, 0.12, 0.12, 0.13, 0.12, 0.13, 0.17, 0.13, 0.12, 0.12, 0.12, 0.13, 0.11, 0.10, 0.10, 0.12]}

---

{"formula": "C25H23N8O4OsS", "method": "ωB97M-V with the def2-TZVPD basis set", "e_homo_ev": [-16.836, -16.836], "total_charge": 3, "energy_ha": -2193.3780, "multiplicity": 1, "orbital_gap_ev": [5.487, 5.486], "species": ["Os", "N", "C", "N", "C", "N", "N", "C", "C", "C", "C", "C", "C", "N", "C", "C", "C", "C", "C", "C", "H", "H", "H", "H", "H", "H", "H", "H", "H", "H", "H", "C", "N", "C", "C", "N", "C", "S", "H", "H", "H", "H", "H", "H", "H", "H", "O", "C", "O", "C", "C", "C", "C", "C", "C", "N", "O", "O", "H", "H", "H", "H"], "coordinates": [[-0.286, -0.254, 0.632], [-1.141, 3.993, 0.205], [-0.796, 2.755, -0.059], [-0.825, 1.791, 0.842], [-1.288, 2.065, 2.136], [-1.443, 1.087, 2.996], [-1.131, -0.103, 2.413], [-1.335, -1.239, 3.001], [-0.969, -2.473, 2.292], [-1.294, -3.712, 2.786], [-0.980, -4.846, 2.022], [-0.360, -4.686, 0.803], [-0.046, -3.399, 0.366], [-0.333, -2.321, 1.090], [-1.620, 3.421, 2.481], [-2.035, 3.789, 3.769], [-2.354, 5.102, 4.027], [-2.274, 6.065, 3.015], [-1.873, 5.725, 1.738], [-1.547, 4.401, 1.483], [-1.121, 4.675, -0.543], [-0.484, 2.521, -1.068], [-1.777, -1.260, 3.993], [-1.797, -3.807, 3.739], [-1.235, -5.831, 2.390], [-0.112, -5.533, 0.179], [0.451, -3.220, -0.578], [-2.101, 3.037, 4.541], [-2.676, 5.394, 5.017], [-2.532, 7.093, 3.233], [-1.817, 6.470, 0.955], [3.928, -0.129, -1.079], [3.734, -0.915, 0.136], [4.724, -1.950, 0.517], [4.234, -2.425, 1.900], [3.099, -1.516, 2.143], [2.893, -0.707, 1.115], [1.709, 0.613, 1.225], [4.780, 0.538, -0.949], [3.031, 0.439, -1.294], [4.131, -0.812, -1.901], [5.710, -1.488, 0.557], [4.737, -2.739, -0.232], [4.987, -2.307, 2.674], [3.891, -3.458, 1.891], [2.608, -1.421, 3.018], [0.667, -0.798, -1.240], [-0.386, -0.499, -1.875], [-1.303, -0.043, -1.047], [-0.627, -0.595, -3.290], [0.389, -1.042, -4.146], [0.149, -1.130, -5.503], [-1.098, -0.774, -6.011], [-2.079, -0.326, -5.144], [-1.878, -0.228, -3.788], [-3.403, 0.072, -5.683], [-4.158, 0.616, -4.905], [-3.614, -0.171, -6.844], [1.354, -1.318, -3.741], [0.923, -1.474, -6.174], [-1.319, -0.838, -7.069], [-2.682, 0.126, -3.158]], "lowdin_charge": [1.42, 0.18, -0.08, -0.08, -0.24, 0.12, -0.20, 0.04, -0.24, 0.05, 0.03, 0.02, -0.05, -0.05, -0.08, 0.02, -0.01, 0.00, 0.03, -0.14, 0.19, 0.16, 0.16, 0.14, 0.14, 0.14, 0.13, 0.13, 0.13, 0.13, 0.14, 0.01, -0.11, -0.04, -0.06, 0.06, -0.64, 0.81, 0.12, 0.07, 0.11, 0.15, 0.14, 0.14, 0.13, 0.15, -0.12, -0.50, -0.13, -0.13, 0.02, 0.00, 0.07, -0.10, 0.09, -0.34, 0.10, 0.14, 0.12, 0.13, 0.14, 0.14]}